w) Formula: C6H10N
Source: the Open Molecules 2025 dataset
Level of theory: the ωB97M-V functional and the def2-TZVPD basis

As for the HOMO-LUMO gap (spin up / spin down): 7.7 / 7.7 eV. As for the structure (SMILES): C=C/C=C(/C)[NH+]=C. The charge is +1.

Cartesian coordinates (Å):
C1 3.0803 0.2521 -0.2415
C2 1.8526 0.4473 0.2151
C3 0.8629 -0.5561 0.2632
C4 -0.4603 -0.3885 0.1297
C5 -1.3443 -1.5574 -0.0815
N1 -1.0482 0.9050 0.0974
C6 -2.2628 1.3006 -0.0730
H1 3.6987 1.1420 -0.4171
H2 3.4106 -0.6780 -0.4769
H3 1.6790 1.4603 0.6374
H4 1.0548 -1.6739 0.0991
H5 -2.1746 -1.5126 0.6437
H6 -0.8584 -2.4426 0.0826
H7 -1.8982 -1.3012 -1.0238
H8 -0.2515 1.6203 0.2607
H9 -2.2403 2.3782 -0.0543
H10 -3.1002 0.6044 -0.0608

=====

x) Formula: C6H10N
Source: the Open Molecules 2025 dataset
Level of theory: the ωB97M-V functional and the def2-TZVPD basis

As for the HOMO-LUMO gap (spin up / spin down): 8.7 / 8.7 eV. The charge is +1.

Cartesian coordinates (Å):
C1 -1.1287 0.7680 0.0449
C2 -2.2947 1.2826 -0.0152
C3 -0.6524 -0.6312 -0.3437
C4 -0.9798 -2.0091 0.1586
C5 1.0434 0.5533 1.3989
C6 0.9764 1.1938 -0.9534
N1 0.3145 0.3907 0.0777
H1 -1.0016 -0.5162 -2.2999
H2 -1.1236 -2.0483 1.2637
H3 -0.2349 -2.6941 -0.1225
H4 -1.9673 -2.3060 -0.4019
H5 1.9392 1.0748 1.1549
H6 0.4823 1.1544 2.0593
H7 1.3185 -0.4500 1.7930
H8 0.3520 1.0988 -2.0053
H9 0.9714 2.3210 -0.6627
H10 1.9852 0.8174 -1.1463

=====

From most stable to least stable, the computed energies give w), x).